Entry from the Open Molecules 2025 dataset: C13H21ClFeIN4O as an isolated structure in a non-equilibrium geometry (ωB97M-V with the def2-TZVPD basis set).

For the electronic energy, the calculation gives -2823.40314 Eh. Its spin multiplicity is 6. As for the net charge: -2. The HOMO energy (alpha / beta) comes out at 3.1 / 0.1 eV. As for the expectation value of S²: 9.06.

XYZ file:
```
42
Properties=species:S:1:pos:R:3:nbo_charge:R:1
C 0.0819 1.3817 -3.5261 -0.94
I 0.0186 -0.8279 -2.6282 -0.15
H 1.0092 1.5165 -4.0830 0.16
H 0.0230 2.0264 -2.6417 0.19
H -0.8205 1.3730 -4.1414 0.19
C -3.1582 -2.3272 1.1170 -0.21
C -2.5246 -3.2673 0.3695 -0.11
N -1.4067 -2.6818 -0.1642 -0.40
C -1.3158 -1.3443 0.2001 0.16
N -2.3904 -1.1647 1.0188 -0.40
H -4.0701 -2.3831 1.7142 0.21
H -2.7183 -4.2953 0.1286 0.20
C 1.8069 2.7964 1.2744 -0.09
C 0.7621 1.4031 -0.1731 0.02
N 0.6583 2.1032 1.0315 -0.36
H 3.5839 3.0096 -0.0399 0.20
N 2.0186 1.7164 -0.6518 -0.35
H 1.9213 3.3873 2.1770 0.21
Fe 0.4009 -0.5266 -0.1896 0.43
C -0.4421 1.0157 -1.0804 0.31
O -1.5567 1.5114 -0.9656 -0.68
C 2.6269 2.5798 0.2120 -0.08
C 2.7423 1.0637 -1.7448 -0.41
H 3.0516 0.0255 -1.4973 0.23
H 3.6236 1.6936 -1.9432 0.18
H 2.1128 1.0460 -2.6385 0.24
C -0.3512 1.9865 2.0580 -0.64
H -0.2057 2.7810 2.8004 0.19
H -0.2943 1.0315 2.6241 0.19
H -1.3359 2.1351 1.6102 0.21
C -2.7935 0.0353 1.7578 -0.77
H -3.7704 -0.2229 2.1837 0.18
H -2.8716 0.9049 1.0887 0.22
H -2.1286 0.2885 2.5981 0.18
C -0.2765 -3.4371 -0.6996 -0.43
H -0.5686 -3.9148 -1.6292 0.20
H 0.1724 -4.0924 0.0573 0.19
H 0.5455 -2.7572 -0.9694 0.25
Cl 3.1749 -1.8543 0.5673 -0.17
C 1.6493 -1.2555 1.1925 -0.90
H 1.1714 -2.0653 1.7745 0.17
H 1.8444 -0.3946 1.8512 0.18
```